DFT (ωB97M-V/def2-TZVPD) results for a structure of composition C18H27N6O2PtS.

Values from the calculation:
Molar mass (g/mol): 586.599
Largest force on an atom (Eh/bohr): 0.002
Charge: +1
HOMO-LUMO gap (eV): 7.74
Energy (eV): -46217.0944
Highest occupied orbital energy (eV): -11.07

Atoms and positions in Å:
Pt  0.349  0.231  -0.192
N  -1.307  0.988  -1.130
N  -2.486  0.425  -0.560
C  -2.328  -0.832  0.103
O  -3.289  -1.565  0.168
O  -1.157  -1.032  0.607
H  -1.360  2.001  -1.060
H  -1.223  0.740  -2.116
H  -3.277  0.433  -1.190
C  -1.576  -4.069  -1.460
N  -0.545  -3.768  -0.472
C  -0.475  -4.342  0.785
C  0.509  -3.729  1.460
N  1.030  -2.761  0.606
C  0.351  -2.785  -0.580
S  0.585  -1.723  -1.896
C  2.121  -1.924  0.896
C  3.261  -2.441  1.473
C  4.332  -1.590  1.698
C  4.259  -0.279  1.271
C  3.095  0.176  0.673
N  2.022  -0.626  0.569
H  -1.856  -5.113  -1.355
H  -1.177  -3.896  -2.455
H  -2.439  -3.430  -1.280
H  -1.144  -5.128  1.085
H  0.871  -3.861  2.463
H  3.310  -3.494  1.711
H  5.231  -1.966  2.168
H  5.093  0.397  1.392
H  3.432  2.288  0.670
C  5.158  1.337  -1.326
C  3.650  1.533  -1.340
C  2.956  1.533  0.036
N  1.562  1.915  -0.207
H  5.560  1.486  -2.327
H  5.446  0.331  -1.017
H  5.650  2.055  -0.666
H  3.165  0.772  -1.959
H  3.403  2.497  -1.786
C  -0.596  2.011  2.892
C  0.806  2.255  2.320
C  1.793  1.372  3.079
C  1.196  3.730  2.526
C  0.675  2.078  0.810
H  -0.604  2.231  3.960
H  -0.902  0.973  2.749
H  -1.339  2.654  2.416
H  1.697  1.599  4.142
H  2.829  1.568  2.807
H  1.577  0.309  2.959
H  1.204  3.963  3.591
H  0.486  4.401  2.040
H  2.191  3.937  2.125
H  -0.183  2.678  0.492

Mulliken population analysis, charges in e, atoms 1 to 8:
1 Pt 0.837
2 N -0.361
3 N -0.290
4 C 0.375
5 O -0.675
6 O -0.606
7 H 0.404
8 H 0.385

DFT (ωB97M-V/def2-TZVPD) results for a structure of composition C18H27N6O3PdSSeSi.

Values from the calculation:
Molar mass (g/mol): 620.986
Largest force on an atom (Eh/bohr): 0.012
Charge: -1
HOMO-LUMO gap (eV): 6.75
Energy (eV): -121733.0266
Highest occupied orbital energy (eV): -4.59

Atoms and positions in Å:
Pd  1.380  -1.529  0.566
N  -0.873  -4.869  -0.844
C  -0.232  -3.889  -0.145
S  1.333  -3.395  -0.713
N  -0.826  -3.448  0.936
N  -0.151  -2.448  1.520
C  -0.554  -1.973  2.642
C  0.191  -0.882  3.247
C  -0.305  -0.167  4.334
C  0.422  0.908  4.814
C  1.620  1.243  4.202
C  2.050  0.474  3.131
N  1.370  -0.567  2.681
H  -0.638  -4.893  -1.823
H  -1.865  -4.899  -0.660
H  -1.452  -2.365  3.111
H  -1.259  -0.439  4.765
H  0.051  1.490  5.649
H  2.209  2.085  4.538
H  2.967  0.702  2.599
C  3.029  -1.998  -3.514
Si  3.319  -0.371  -2.614
C  2.023  0.852  -3.234
C  5.023  0.280  -3.115
Se  3.381  -0.514  -0.362
H  3.059  -1.829  -4.595
H  2.054  -2.413  -3.257
H  3.788  -2.739  -3.259
H  2.281  1.230  -4.227
H  1.935  1.699  -2.552
H  1.046  0.367  -3.296
H  5.050  0.512  -4.183
H  5.793  -0.464  -2.904
H  5.273  1.186  -2.561
C  -1.011  2.963  -1.765
C  -1.464  3.005  -0.311
C  -2.060  1.673  0.167
C  -2.514  1.812  1.634
C  -3.218  0.567  2.166
C  -3.289  1.366  -0.663
O  -4.225  2.144  -0.764
N  -3.300  0.151  -1.263
C  -2.257  -0.823  -1.255
O  -2.485  -1.851  -1.877
N  -1.130  -0.557  -0.574
C  -0.973  0.582  0.106
O  0.059  0.809  0.755
H  -0.524  3.898  -2.049
H  -1.859  2.810  -2.436
H  -0.298  2.154  -1.923
H  -2.223  3.779  -0.174
H  -0.618  3.229  0.342
H  -3.183  2.674  1.699
H  -1.619  2.024  2.223
H  -4.179  0.416  1.671
H  -3.403  0.652  3.238
H  -2.610  -0.324  1.994
H  -4.108  -0.088  -1.820

Mulliken population analysis, charges in e, atoms 1 to 8:
1 Pd 0.108
2 N -0.480
3 C 0.649
4 S -0.492
5 N -1.358
6 N 1.154
7 C -1.167
8 C 1.331

DFT (ωB97M-V/def2-TZVPD) results for a structure of composition C18H27N6OPbS5Sb.

Values from the calculation:
Molar mass (g/mol): 832.750
Largest force on an atom (Eh/bohr): 0.016
Charge: -2
HOMO-LUMO gap (eV): 5.97
Energy (eV): -96059.1200
Highest occupied orbital energy (eV): -1.86

Atoms and positions in Å:
Pb  0.289  0.117  -0.404
S  -1.173  -1.343  -4.741
Sb  0.669  -0.319  -3.816
S  -0.005  1.625  -2.512
S  1.404  -1.678  -1.946
S  2.323  0.202  -5.305
C  4.379  4.026  0.784
C  4.803  2.813  1.609
N  3.811  2.428  2.598
C  3.956  2.923  3.955
C  3.098  4.149  4.269
C  2.726  1.647  2.275
S  2.772  0.869  0.735
N  1.896  1.476  3.297
C  0.583  1.271  3.362
O  -0.275  1.495  2.503
C  0.105  0.871  4.738
C  -1.161  0.313  4.886
C  -1.668  0.037  6.147
C  -0.920  0.330  7.279
C  0.349  0.876  7.138
C  0.861  1.137  5.876
H  5.131  4.244  0.024
H  4.244  4.909  1.410
H  3.439  3.803  0.280
H  5.742  3.008  2.134
H  4.947  1.970  0.935
H  5.011  3.157  4.116
H  3.672  2.115  4.631
H  3.376  4.994  3.639
H  3.220  4.441  5.315
H  2.051  3.909  4.093
H  -1.743  0.114  3.995
H  -2.656  -0.397  6.241
H  -1.324  0.139  8.266
H  0.946  1.110  8.012
H  1.844  1.566  5.755
C  -2.971  -1.207  0.560
N  -4.273  -1.891  0.500
C  -5.056  -1.264  -0.574
N  -4.388  -1.322  -1.864
C  -3.086  -0.647  -1.751
N  -2.255  -1.270  -0.709
C  -2.048  -2.677  -1.065
N  -3.327  -3.396  -1.171
C  -4.026  -3.283  0.103
C  -4.128  -2.723  -2.201
H  -2.364  -1.686  1.334
H  -3.130  -0.160  0.829
H  -5.230  -0.217  -0.310
H  -6.020  -1.781  -0.644
H  -3.241  0.405  -1.502
H  -2.573  -0.720  -2.712
H  -1.431  -3.153  -0.297
H  -1.527  -2.729  -2.023
H  -3.429  -3.765  0.883
H  -4.992  -3.795  0.025
H  -5.084  -3.249  -2.300
H  -3.584  -2.756  -3.146

Mulliken population analysis, charges in e, atoms 1 to 8:
1 Pb 0.795
2 S -0.706
3 Sb 0.820
4 S -0.657
5 S -0.685
6 S -0.731
7 C -0.892
8 C -0.979

DFT (ωB97M-V/def2-TZVPD) results for a structure of composition C18H27N9.

Values from the calculation:
Molar mass (g/mol): 369.477
Largest force on an atom (Eh/bohr): 0.197
Charge: 0
HOMO-LUMO gap (eV): 8.14
Energy (eV): -32494.6418
Highest occupied orbital energy (eV): -8.38

Atoms and positions in Å:
C  -12.487  -9.123  15.671
C  -13.015  -9.083  17.015
N  -13.473  -9.045  18.066
H  -12.156  -8.227  15.146
H  -13.150  -9.660  14.993
H  -11.560  -9.689  15.768
C  -11.093  -5.638  12.794
C  -11.360  -6.352  14.088
N  -11.523  -6.815  15.108
H  -11.677  -4.717  12.780
H  -11.230  -6.213  11.879
H  -10.017  -5.484  12.870
C  -8.331  -4.715  18.191
C  -8.525  -5.997  17.384
N  -8.734  -6.943  16.748
H  -8.849  -4.703  19.151
H  -8.811  -3.893  17.660
H  -7.281  -4.573  18.448
C  -9.554  -8.030  15.561
C  -10.291  -8.798  14.488
N  -10.839  -9.368  13.673
H  -8.929  -8.807  16.000
H  -10.235  -7.580  16.284
H  -9.072  -7.267  14.950
C  -12.515  -9.419  12.876
C  -13.682  -9.937  12.088
N  -14.590  -10.252  11.462
H  -12.791  -8.951  13.821
H  -12.110  -8.606  12.274
H  -11.783  -10.199  13.081
C  -11.162  -6.868  17.731
C  -11.819  -6.135  18.813
N  -12.363  -5.568  19.675
H  -11.035  -7.926  17.961
H  -10.195  -6.366  17.694
H  -11.769  -6.702  16.840
C  -8.377  -8.924  12.086
C  -8.478  -10.280  11.579
N  -8.547  -11.374  11.204
H  -7.471  -8.800  12.678
H  -9.196  -8.736  12.781
H  -8.582  -8.284  11.227
C  -11.063  -11.725  14.282
C  -10.594  -11.732  12.915
N  -10.248  -11.814  11.805
H  -12.089  -11.359  14.317
H  -10.532  -11.079  14.981
H  -11.120  -12.766  14.599
C  -6.621  -11.102  15.605
C  -7.104  -9.734  15.514
N  -7.478  -8.631  15.391
H  -7.362  -11.614  16.220
H  -5.643  -11.078  16.085
H  -6.548  -11.590  14.633

Mulliken population analysis, charges in e, atoms 1 to 8:
1 C 0.004
2 C -0.115
3 N -0.596
4 H 0.465
5 H 0.624
6 H -0.086
7 C -1.330
8 C 0.510